No. 1
Formula: C11H15N
Source: the Open Molecules 2025 dataset
Level of theory: ωB97M-V/def2-TZVPD

Each line ends with the Mulliken spin population.
Geometry (Å):
C  -3.059469  1.129933  3.120353  0.0075
C  -0.420600  -0.581894  1.032118  0.0582
C  -1.639967  0.271218  1.208605  -0.0212
C  -1.818254  0.463525  2.627547  0.2240
C  -0.717335  -0.162775  3.232346  0.2698
C  -1.001292  -0.688170  -1.305941  0.1559
C  -0.092359  -1.000901  -0.302336  0.0250
C  -2.206615  0.009133  -1.089278  -0.0779
C  -2.496163  0.668548  0.137005  0.2019
N  0.173677  -0.639507  2.316388  0.1089
H  -0.762107  -0.906666  -2.282246  0.0056
H  0.658947  -1.707469  -0.660311  0.0062
H  -2.745105  -0.054023  -1.968338  -0.0032
H  -3.416788  1.295446  0.241261  0.0035
H  1.054316  -1.148189  2.509901  -0.0066
H  -0.468222  -0.206827  4.250842  0.0062
H  -3.456433  1.831267  2.501739  0.0042
H  -2.767090  1.584666  4.166933  0.0086
H  -3.832503  0.467700  3.444943  0.0233
C  3.520561  -0.701442  -3.414009  -0.0001
C  3.709936  0.470604  -2.385009  -0.0008
H  2.498807  -0.842508  -3.632471  0.0002
H  4.189153  -0.697517  -4.366857  0.0000
H  3.908876  -1.503353  -2.919404  -0.0001
H  4.724091  0.782228  -2.292059  0.0000
H  3.331191  0.420036  -1.446364  0.0007
H  3.130735  1.446946  -2.725370  -0.0001

Cartesian forces (eV/Å) of the 3 atoms listed first:
C 2.978 -0.885 5.191
C -1.491 1.822 -2.337
C 1.344 -0.708 0.796

Total charge: +1
Energy, eV: -13131.0044
⟨S²⟩: 0.777
Multiplicity: 2

No. 2
Formula: C11H13F6NOV
Source: the Open Molecules 2025 dataset
Level of theory: ωB97M-V/def2-TZVPD

Each line ends with the Mulliken spin population.
Geometry (Å):
C  -0.233299  -1.289289  -2.704885  -0.0753
C  -1.260850  -0.290000  -2.613380  0.0605
C  -2.088868  -0.608804  -1.483734  -0.0460
C  -1.559303  -1.792924  -0.869899  -0.0313
C  -0.400481  -2.205875  -1.611673  0.0270
V  -0.010541  -0.135691  -0.768336  1.5915
N  1.702241  0.367979  -1.600897  -0.1354
C  1.794076  1.680844  -2.061974  0.0399
C  0.357982  2.020868  -1.571833  -0.4173
H  -3.012393  -0.102505  -1.197269  -0.0041
H  -1.439092  0.527960  -3.312772  0.0071
H  -2.029264  -2.352992  -0.059291  0.0000
H  0.182235  -3.104325  -1.427843  0.0034
H  0.507510  -1.380697  -3.499664  -0.0008
H  -0.338666  2.285275  -2.372377  0.0081
H  1.949086  1.794719  -3.147894  -0.0059
H  2.541094  -0.200591  -1.736282  -0.0036
H  0.352918  2.729482  -0.734998  0.0006
H  2.577865  2.272337  -1.545232  -0.0122
C  -1.167989  0.312461  3.228807  0.0005
C  -0.211070  0.078023  2.068906  0.0065
O  -0.786948  0.361226  0.832321  -0.0244
C  1.013974  1.007785  2.278389  0.0063
F  1.574276  0.902155  3.515540  0.0001
F  2.005613  0.771040  1.363919  0.0027
F  0.644024  2.312112  2.115509  0.0000
C  0.269261  -1.396955  2.106388  -0.0031
F  0.938639  -1.725989  3.238131  0.0004
F  -0.795446  -2.248734  2.009785  0.0009
F  1.107236  -1.697055  1.043929  0.0040
H  -1.460247  1.367487  3.251465  0.0003
H  -0.663815  0.051028  4.161810  -0.0001
H  -2.059758  -0.310353  3.105335  -0.0001

Cartesian forces (eV/Å) of the 3 atoms listed first:
C -0.727 -0.579 0.291
C -0.232 -0.570 0.213
C 0.221 -1.080 -0.477

Energy, eV: -57147.1671
⟨S²⟩: 1.012
Multiplicity: 2

No. 3
Formula: C5H8N2S
Source: the Open Molecules 2025 dataset
Level of theory: ωB97M-V/def2-TZVPD

Each line ends with the Löwdin charge.
Geometry (Å):
C  0.482076  1.652365  0.465027  -0.0755
C  0.635319  0.517453  -0.597167  -0.3465
C  1.810451  -0.406183  -0.402294  -0.1645
C  1.489412  -1.591965  0.084741  -0.4704
S  -0.148699  -2.030886  0.055261  0.9897
C  -0.557025  -0.397476  -0.339459  -0.6354
N  -1.679077  0.127003  -0.341102  -0.0809
N  -2.800519  -0.585142  -0.163094  0.0214
H  1.202886  2.558060  0.461119  0.0915
H  -0.583030  2.010083  0.479404  0.0663
H  0.646436  1.094141  1.502743  0.1184
H  0.568044  0.870943  -1.660034  0.1513
H  2.857155  -0.148371  -0.655503  0.1192
H  2.223430  -2.396886  0.364455  0.0919
H  -2.562758  -1.190416  0.639011  0.0697
H  -3.584099  -0.082717  0.106885  0.0537

Cartesian forces (eV/Å) of the 3 atoms listed first:
C 0.749 -0.001 2.066
C -0.002 0.160 -0.424
C 0.990 0.932 0.007

SMILES string: C[C@H]1C=CS/C1=N\N
Energy, eV: -19128.0019

No. 4
Formula: C22H45N2O2P3SZr
Source: the Open Molecules 2025 dataset
Level of theory: ωB97M-V/def2-TZVPD

Each line ends with the Löwdin charge.
Geometry (Å):
P  -0.744889  -2.452087  -1.114353  0.8104
C  -1.068495  -3.715415  0.175827  -0.2353
H  -1.221457  -4.673332  -0.342268  0.0879
H  -1.974927  -3.468347  0.741486  0.0572
H  -0.220310  -3.804996  0.865961  0.0547
C  -2.229752  -2.764790  -2.140373  -0.2213
H  -2.139673  -2.313937  -3.131317  0.0442
H  -3.096526  -2.327580  -1.629301  0.0668
H  -2.378981  -3.847222  -2.240450  0.0845
C  0.594806  -3.354559  -1.994706  -0.1942
H  0.210506  -4.331585  -2.325499  0.0908
H  1.435016  -3.501637  -1.301249  0.0676
H  0.951077  -2.789257  -2.863511  0.0402
P  2.724286  0.857395  -0.123868  0.8128
C  3.629062  0.336367  1.355584  -0.1992
H  4.624667  0.800329  1.303404  0.0934
H  3.725938  -0.754047  1.364242  0.0603
H  3.121925  0.673053  2.266272  0.0571
C  3.879129  0.261066  -1.400393  -0.2045
H  3.656341  0.688789  -2.381277  0.0478
H  3.820076  -0.831864  -1.457423  0.0737
H  4.888043  0.560666  -1.092510  0.0868
C  3.114702  2.641196  -0.075596  -0.1981
H  4.203817  2.737112  -0.153240  0.0892
H  2.766668  3.066381  0.872050  0.0623
H  2.638171  3.173813  -0.903150  0.0485
P  -1.911636  1.897170  0.563920  0.7725
C  -2.199057  1.986515  2.359914  -0.2170
H  -3.074126  2.632198  2.525366  0.0941
H  -1.325252  2.408983  2.865616  0.0594
H  -2.405170  0.994749  2.778955  0.0274
C  -1.872848  3.683693  0.178205  -0.1967
H  -2.699556  4.171835  0.711106  0.0895
H  -1.968640  3.867650  -0.896762  0.0516
H  -0.919445  4.104907  0.523685  0.0726
C  -3.578208  1.365597  0.031109  -0.2098
H  -4.300810  2.148396  0.305326  0.0887
H  -3.826819  0.427948  0.546029  0.0651
H  -3.621404  1.188838  -1.049517  0.0386
Zr  0.004612  0.361475  -0.935078  1.1847
C  0.777481  -1.309296  0.806350  -0.8008
O  1.698577  -2.037197  1.141235  -0.0487
C  0.574884  1.456103  1.145546  -0.3320
O  0.902527  1.954634  2.165190  0.1185
C  -0.074425  2.313726  -2.297689  -0.1069
C  -1.330627  1.689661  -2.453399  -0.1289
C  -1.408847  0.373358  -2.934584  -0.0874
C  -0.235719  -0.319995  -3.275060  -0.1192
C  1.020086  0.272292  -3.068383  -0.1159
C  1.095910  1.608859  -2.625395  -0.1457
H  -0.004622  3.333368  -1.921249  0.1491
H  -2.239201  2.228021  -2.225929  0.1180
H  -2.375974  -0.111891  -3.017954  0.1419
H  -0.278136  -1.329012  -3.669937  0.1221
H  1.933128  -0.288703  -3.271854  0.1463
H  2.055238  2.118509  -2.552135  0.1218
C  -2.705092  -1.941726  6.311371  -0.0549
C  -1.791823  -2.534332  5.256549  -0.1908
N  -1.491701  -1.475537  4.244872  0.0293
C  -0.363941  -1.431953  3.505913  -0.4636
S  -0.687004  -1.003276  1.779752  0.9421
N  0.851039  -1.616127  3.998248  0.0906
C  1.195696  -1.480182  5.435142  -0.1839
C  1.933619  -2.716885  5.920826  -0.0521
H  -2.237215  -1.078277  6.802299  0.0914
H  -2.902612  -2.705484  7.065361  0.1032
H  -3.665699  -1.630246  5.879975  0.0915
H  -0.849974  -2.905489  5.674223  0.1061
H  -2.291192  -3.372130  4.740675  0.1422
H  -2.322044  -1.215685  3.696499  0.1265
H  1.619620  -1.674960  3.321460  0.1406
H  1.825348  -0.581486  5.542468  0.1423
H  0.270026  -1.296783  5.995278  0.1132
H  2.942410  -2.752834  5.486961  0.0931
H  2.043862  -2.672096  7.011990  0.1071
H  1.393674  -3.639866  5.660874  0.0896

Cartesian forces (eV/Å) of the 3 atoms listed first:
P -0.353 -1.340 -1.007
C -0.018 0.435 0.723
H 0.097 0.335 0.041

Total charge: +4
Energy, eV: -70561.1253